Record 1
Computed, not measured: C6H4Cl2ErN2O3Pm as an isolated structure in a non-equilibrium geometry, with ωB97M-V/def2-TZVPD.

```
19
Properties=species:S:1:pos:R:3:forces:R:3
C 3.996390 2.200942 0.032643 5.9533 2.9832 4.5025
C -0.739561 -3.294625 0.163465 -1.0631 -0.7034 -1.2463
C -2.028368 0.606243 -0.240346 -10.6942 3.3419 -1.8008
C 0.201263 -4.040255 2.022096 0.2964 -0.3500 0.7553
O 4.864061 2.585959 0.671337 -3.3417 -1.4302 -2.5048
N 0.458878 -2.737128 1.888405 0.7749 0.3640 1.3624
Cl 0.422546 0.534742 -2.559944 0.0569 0.0167 1.4144
Pm 0.127513 -0.184072 0.291010 -0.3265 -2.1032 1.3676
H -0.957243 -5.405845 0.727967 0.0320 0.0021 -0.0234
H 1.016734 -2.131287 2.530225 -0.6650 -1.0195 -0.5912
N -0.123490 -2.249298 0.750391 0.4030 0.6947 0.4362
Er 2.375029 1.215668 -1.175087 0.6631 -3.3640 -2.7328
H -1.290951 -3.164657 -0.794725 0.4562 -0.2290 0.8725
Cl 2.680875 -0.793003 0.326786 0.3883 0.5635 -0.0013
C -0.567464 -4.417332 0.924370 -0.3579 -0.6500 -0.3027
C 2.410567 3.210070 -2.164027 -0.1142 7.4091 -4.3747
O -3.148001 0.949231 -0.405594 7.5994 -2.3036 1.0623
O 2.376007 4.176297 -2.779578 0.1734 -3.9143 2.5502
H 0.557189 -4.655551 2.881795 -0.2343 0.6920 -0.7453
```
Forces are in eV/Å.

Properties
E_HOMO (alpha / beta): -23.522 / -23.554 eV
total charge: +4
HOMO-LUMO gap (alpha / beta): 5.664 / 6.050 eV
2S+1: 8

Record 2
Computed, not measured: one molecule with the formula C24H27N3O5, with ωB97M-V/def2-TZVPD.

```
59
Properties=species:S:1:pos:R:3:forces:R:3
C 0.898554 5.432850 1.324187 0.0057 0.0553 0.0555
C -2.526143 -0.330318 0.491827 -0.1408 0.1592 -0.1771
H 3.613291 -2.488932 -2.088456 -0.0897 0.0126 -0.0293
C 2.301549 -1.621180 0.994313 0.0846 -0.1387 -0.0183
C -3.681819 0.942931 -1.202681 0.3384 -0.1311 0.2871
H 4.628791 -2.810693 1.561539 0.0736 0.0035 0.0681
C -1.571567 2.825244 0.309557 -0.0761 0.2129 0.1093
H 5.118054 -3.522084 -0.607040 0.0178 -0.0508 -0.0639
O -5.702055 -1.929341 -0.126886 0.2861 0.0146 0.1563
C -6.869109 -1.797044 -0.903731 -0.1819 0.0232 -0.1260
N 0.709272 2.086318 -1.173200 -0.1021 -0.2155 -0.1725
C 1.796827 1.726169 -2.068268 0.2954 -0.1582 -0.0867
N 2.365286 -0.387580 -1.112561 -0.1034 -0.4312 0.0450
H 1.363888 1.166081 -2.900939 0.0712 0.1507 0.1102
O -2.605861 3.124454 0.862767 0.1375 0.0093 0.0020
C 3.059426 -1.382393 -0.323789 0.0367 -0.0499 -0.0499
C -4.758279 0.072754 -1.147730 -0.3368 -0.2082 -0.0434
C 2.035180 4.999248 0.651018 -0.1332 -0.0157 -0.0117
H -6.648069 -1.859906 -1.973757 -0.0043 0.0172 0.0403
H 2.966412 5.531927 0.771842 0.0906 0.0277 -0.0036
H 0.941365 6.307372 1.954404 -0.0034 0.0680 0.0649
C -0.273800 4.723022 1.195500 -0.0047 -0.1684 -0.1307
C 2.830551 0.845777 -1.342048 -0.4621 0.2514 -0.4375
H -3.703713 1.787107 -1.874168 0.0244 0.0940 -0.0520
H 4.055999 -0.974432 -0.129227 -0.1090 -0.0747 -0.0078
O -0.375578 0.193801 -1.776134 -0.1187 -0.1021 -0.0713
C 4.072068 -3.682322 -0.341755 -0.0484 0.0209 0.0150
H 3.808868 -4.696586 -0.647005 0.0659 -0.0306 -0.0053
H 1.774799 -3.723151 1.059345 -0.0777 -0.0541 0.0196
C -0.329871 3.595103 0.376287 0.3522 0.2414 0.0641
H 1.417860 -0.606182 -1.404403 0.0540 0.1777 -0.0251
H -1.358577 -2.437362 1.774875 -0.0074 0.0292 0.0113
C 0.805736 3.182343 -0.333969 -0.2701 0.5183 0.4718
C -3.599367 -1.201528 0.541450 0.0469 -0.1202 0.1274
H 2.343228 -3.072530 2.592806 -0.0837 -0.0611 -0.0067
H -7.386669 -0.856262 -0.692588 0.0283 -0.0269 -0.0172
O 3.923853 1.259722 -1.015139 0.4321 0.2364 0.1207
C -2.579374 0.750415 -0.400696 -0.0798 -0.1033 0.0218
H 2.273358 2.631726 -2.444162 -0.0137 -0.1280 0.0861
H -3.615451 -2.050737 1.203890 0.0426 -0.0929 0.0955
C 1.999629 3.888608 -0.167128 0.0547 -0.0711 -0.0975
C -4.716484 -1.005303 -0.273734 0.1785 0.1627 -0.0233
C 3.907948 -3.533740 1.176194 -0.1406 -0.1727 0.0221
H 2.188531 -3.103651 -1.253926 -0.0856 -0.0269 -0.0634
H -1.173167 5.006558 1.720373 -0.0730 0.0219 0.0390
H -0.411419 -1.292560 2.758851 -0.0647 -0.0506 -0.0171
C 2.502530 -3.048354 1.513330 0.1650 0.0934 0.1613
H -7.507871 -2.631438 -0.618511 0.0131 0.0788 -0.0546
N -1.471594 1.658093 -0.440577 -0.5610 -0.2981 0.0198
H -5.609262 0.249792 -1.783818 -0.1049 -0.0196 -0.0446
C -0.376980 1.244516 -1.158557 0.3778 0.0078 -0.2498
H 2.645249 -0.899744 1.737659 -0.0458 0.0643 0.0174
H 1.238909 -1.436511 0.822943 -0.0353 0.0773 -0.0021
C -1.350799 -1.441525 2.228665 0.0205 -0.1727 0.1831
H 2.907360 3.553513 -0.640950 0.0868 -0.0844 -0.0739
C 3.187438 -2.689318 -1.104264 0.2552 0.1436 0.0589
O -1.402280 -0.429471 1.249626 -0.1908 0.2469 -0.3288
H -2.182812 -1.354561 2.933219 0.0220 -0.0065 -0.0285
H 4.106150 -4.488689 1.665354 0.0912 0.0437 0.0459
```
Forces are in eV/Å.

Properties
E_HOMO: -8.492 eV
total charge: 0
structure (SMILES): COc1ccc(-n2c(=O)c3ccccc3n(CC(=O)NC3CCCCC3)c2=O)c(OC)c1
HOMO-LUMO gap: 8.958 eV

Record 3
Computed, not measured: CH3N3S as an isolated structure in a non-equilibrium geometry, with ωB97M-V/def2-TZVPD.

```
8
Properties=species:S:1:pos:R:3:forces:R:3
S -1.548835 0.840760 1.683312 -0.4828 -1.8625 0.2171
H 1.351592 0.753763 0.298616 3.3988 -1.0907 1.5921
H -0.219257 -1.187480 0.155082 -0.0846 2.2128 -0.7093
N 0.474156 0.910098 -0.025328 -1.6780 1.7391 -2.3300
N -1.061042 2.189766 1.442873 0.8146 2.0864 -0.4807
C -0.429546 -0.074641 -0.088830 -0.3868 -1.9071 1.9970
N 0.174555 2.145336 -0.239073 -0.7846 -0.8321 0.8476
H -1.281011 0.256610 -0.615027 -0.7966 -0.3459 -1.1340
```
Forces are in eV/Å.

Properties
E_HOMO (alpha / beta): -7.917 / -7.919 eV
total charge: 0
HOMO-LUMO gap (alpha / beta): 6.901 / 6.904 eV

Look up the total charge of the first one. +4

The highest total charge belongs to which entry? C6H4Cl2ErN2O3Pm

What is the total charge in the first record? +4